# 1
This record from the Open Molecules 2025 dataset describes a 5-piece molecular cluster, C20H44BClFNO8P overall at a distorted geometry. The level of theory is the ωB97M-V functional and the def2-TZVPD basis.

```
77
Properties=species:S:1:pos:R:3:forces:R:3
O -1.121 -2.235 3.000 0.468 0.589 0.803
B -1.357 -1.660 1.805 -0.209 0.060 -0.552
O -2.612 -1.667 1.275 -0.185 0.641 0.147
C -0.197 -0.944 0.941 0.343 0.152 0.502
N 0.680 -1.851 0.182 -1.270 -0.522 -0.183
F 1.433 -1.062 -0.686 0.211 0.066 0.034
C -0.013 -2.848 -0.680 0.471 0.146 -0.870
C -1.062 -2.302 -1.643 -0.656 -0.097 0.234
C -2.368 -3.108 -1.595 0.017 -0.037 -0.464
Cl -2.695 -3.819 -3.206 -0.119 -0.058 0.080
P 1.996 -2.534 1.382 1.667 0.504 1.008
O 3.015 -3.170 0.332 -0.898 -0.419 -0.119
O 1.297 -3.849 1.989 -0.774 0.189 -0.736
H -0.460 -1.739 3.522 -0.050 -0.701 -0.203
H -3.071 -0.877 1.624 -0.400 -0.649 -0.363
H 0.440 -0.393 1.631 0.205 0.265 0.035
H -0.627 -0.218 0.267 -0.123 0.021 -0.317
H 0.779 -3.295 -1.270 0.294 -0.144 -0.020
H -0.414 -3.650 -0.074 -0.190 0.074 0.537
H -0.698 -2.367 -2.654 0.357 0.112 -0.228
H -1.305 -1.263 -1.466 0.117 0.234 0.167
H -3.219 -2.496 -1.339 -0.180 0.197 0.091
H -2.321 -3.937 -0.905 -0.010 -0.194 0.195
H 2.638 -4.009 -0.003 0.645 0.065 -0.114
H 0.362 -3.999 1.769 0.187 -0.200 0.458
C -7.514 -1.183 -1.151 0.068 -0.094 0.143
C -7.385 -0.149 -0.036 0.004 0.084 -0.086
C -5.908 -0.262 0.317 0.083 -0.120 0.071
O -5.222 -0.629 -0.886 -0.081 -0.018 0.090
C -6.186 -1.023 -1.875 0.026 0.051 -0.187
H -8.370 -1.026 -1.803 -0.004 0.040 -0.010
H -7.592 -2.184 -0.722 -0.010 -0.012 -0.020
H -7.604 0.849 -0.420 0.006 0.010 0.008
H -8.037 -0.336 0.814 0.006 -0.024 0.018
H -5.739 -1.049 1.063 -0.061 0.025 0.039
H -5.494 0.674 0.697 0.044 0.012 -0.052
H -6.239 -0.240 -2.637 -0.025 -0.028 -0.016
H -5.851 -1.947 -2.349 0.059 0.015 0.001
C 6.126 -3.035 -1.246 0.001 -0.100 0.029
C 7.346 -2.823 -2.141 -0.037 0.098 -0.029
C 6.899 -3.491 -3.435 0.012 -0.111 0.041
O 5.477 -3.328 -3.500 -0.001 -0.007 0.043
C 4.987 -2.874 -2.244 0.108 0.146 -0.132
H 6.063 -2.336 -0.414 0.011 0.026 -0.009
H 6.132 -4.049 -0.840 -0.003 -0.002 0.002
H 7.509 -1.756 -2.304 0.008 0.000 -0.004
H 8.263 -3.250 -1.741 -0.003 -0.027 0.012
H 7.127 -4.562 -3.429 0.042 0.010 0.004
H 7.350 -3.047 -4.321 -0.052 0.012 -0.034
H 4.694 -1.821 -2.346 -0.046 -0.002 0.096
H 4.102 -3.453 -1.978 -0.031 -0.046 -0.070
C 1.349 3.570 3.820 -0.064 -0.069 0.142
C 2.407 2.500 4.076 0.049 0.017 -0.127
C 1.580 1.224 4.024 -0.108 0.054 0.090
O 0.506 1.476 3.102 0.030 -0.220 -0.004
C 0.449 2.887 2.804 0.066 0.050 -0.174
H 1.753 4.509 3.449 0.017 -0.004 -0.041
H 0.795 3.775 4.738 -0.006 0.017 -0.003
H 3.146 2.504 3.272 0.009 -0.012 0.004
H 2.933 2.619 5.021 -0.016 0.002 0.024
H 1.149 0.989 5.003 0.042 0.006 0.021
H 2.155 0.360 3.680 -0.022 -0.018 -0.044
H 0.812 3.044 1.786 -0.012 0.055 0.005
H -0.585 3.224 2.858 -0.035 -0.077 0.003
C 0.119 6.620 -1.560 0.088 -0.080 -0.034
C -0.921 5.518 -1.736 -0.080 0.052 0.048
C -0.418 4.460 -0.764 0.109 -0.020 -0.021
O 0.227 5.162 0.301 -0.004 -0.019 -0.022
C 0.407 6.536 -0.068 -0.098 0.049 0.046
H -0.227 7.604 -1.867 -0.027 0.008 0.008
H 1.018 6.382 -2.132 0.007 0.012 0.001
H -1.904 5.878 -1.426 -0.008 -0.011 0.001
H -1.002 5.148 -2.757 0.025 -0.003 -0.012
H 0.316 3.800 -1.240 -0.044 -0.010 -0.042
H -1.222 3.846 -0.352 0.009 0.006 0.048
H -0.297 7.145 0.508 0.012 0.034 -0.020
H 1.421 6.845 0.189 0.019 -0.052 0.035
```
Forces are in eV/Å.

Values from the calculation:
E_HOMO   -11.396 eV
F_max   2.01 eV/A
Orbital gap   8.53 eV
Total energy   -2371.1487 a.u.
Charge   +1
Spin multiplicity   1

What are the Löwdin partial charges on each atom? They are as follows, in elementary charge units: O 0.21; B -0.68; O 0.18; C -0.03; N -0.31; F 0.04; C -0.11; C -0.20; C -0.56; Cl 0.59; P 0.98; O -0.21; O -0.20; H 0.14; H 0.14; H 0.09; H 0.13; H 0.13; H 0.12; H 0.09; H 0.12; H 0.05; H 0.07; H 0.09; H 0.07; C -0.16; C -0.16; C -0.22; O -0.17; C -0.20; H 0.12; H 0.12; H 0.12; H 0.12; H 0.11; H 0.11; H 0.12; H 0.11; C -0.18; C -0.16; C -0.19; O -0.14; C -0.23; H 0.11; H 0.11; H 0.12; H 0.11; H 0.12; H 0.12; H 0.12; H 0.09; C -0.15; C -0.16; C -0.21; O -0.18; C -0.19; H 0.12; H 0.12; H 0.12; H 0.12; H 0.12; H 0.10; H 0.11; H 0.12; C -0.17; C -0.17; C -0.22; O -0.16; C -0.20; H 0.11; H 0.12; H 0.12; H 0.11; H 0.11; H 0.11; H 0.12; H 0.12



# 2
This record from the Open Molecules 2025 dataset describes C46H41AsN5O9S2Zr as an isolated structure. The level of theory is the ωB97M-V functional and the def2-TZVPD basis.

```
105
Properties=species:S:1:pos:R:3:forces:R:3
Zr -0.728 0.509 1.208 0.550 -0.230 0.134
O -1.835 3.440 -1.352 0.132 0.141 0.135
C -1.817 2.813 -0.332 -0.425 -0.078 0.171
O -0.766 2.431 0.377 0.145 -0.302 -0.259
C -3.090 2.286 0.328 -0.141 0.176 -0.142
C -4.389 2.728 0.160 0.064 -0.064 0.070
C -5.378 2.144 0.953 0.023 -0.005 -0.014
C -5.058 1.165 1.891 0.106 0.050 0.009
C -3.732 0.781 1.989 -0.253 0.025 0.000
N -2.819 1.318 1.194 0.076 -0.023 -0.008
C -3.110 -0.176 2.990 0.014 0.061 0.027
O -3.767 -0.857 3.729 -0.008 -0.008 -0.037
O -1.795 -0.123 2.924 0.077 -0.080 -0.251
H -4.605 3.518 -0.545 -0.012 0.003 -0.004
H -6.403 2.476 0.857 -0.008 0.003 0.002
H -5.795 0.726 2.547 -0.010 -0.001 0.007
C 0.931 -4.529 2.614 -0.005 0.021 -0.037
N 0.785 -3.249 1.918 -0.082 -0.020 0.016
C 2.010 -2.662 1.374 -0.021 0.008 -0.020
C -0.395 -2.703 1.730 -0.162 -0.053 -0.012
C -1.642 -3.366 2.225 0.058 0.008 0.008
O -0.497 -1.593 1.119 0.276 0.333 0.001
H 1.966 -4.624 2.929 -0.008 -0.011 0.014
H 0.688 -5.357 1.947 0.014 -0.008 0.011
H 0.293 -4.565 3.493 0.006 -0.026 -0.001
H 2.473 -3.386 0.703 0.021 0.012 0.010
H 2.698 -2.439 2.189 0.011 0.020 -0.014
H 1.775 -1.758 0.821 0.034 -0.022 0.003
H -1.644 -4.435 2.017 0.009 0.000 -0.002
H -2.496 -2.898 1.744 -0.023 -0.008 0.011
H -1.734 -3.219 3.304 -0.006 0.018 0.003
O 6.755 0.653 1.395 -0.132 -0.191 -0.074
S 7.075 1.979 1.907 0.126 0.242 0.119
O 6.263 3.035 1.327 -0.026 -0.014 -0.073
O 8.472 2.271 2.075 -0.021 -0.033 -0.046
C 6.395 1.822 3.594 0.015 -0.029 -0.075
N 7.127 1.488 4.652 0.177 -0.047 0.046
C 6.470 1.198 5.767 -0.109 -0.061 0.121
C 5.077 1.173 5.864 0.138 0.106 -0.203
C 4.427 1.576 4.712 -0.057 -0.128 0.044
N 5.078 1.932 3.615 -0.105 -0.045 -0.078
C 2.986 1.510 4.352 0.002 0.116 0.122
C 2.176 0.407 4.603 0.315 -0.341 -0.437
C 1.140 0.153 3.726 -0.151 0.544 0.350
N 0.779 1.050 2.792 -0.531 -0.181 -0.025
C 1.416 2.232 2.721 0.073 0.063 -0.055
C 2.547 2.478 3.448 -0.121 -0.017 0.096
H 7.078 0.940 6.628 0.009 0.023 -0.007
H 4.571 0.875 6.771 -0.019 0.014 0.016
H 2.470 -0.350 5.318 0.000 0.018 0.023
H 0.559 -0.760 3.772 -0.005 0.020 0.033
H 1.041 2.942 1.997 -0.011 0.006 0.026
H 3.152 3.350 3.251 -0.027 0.028 0.029
C -2.955 0.970 -5.662 -0.022 0.023 -0.003
C -3.445 1.571 -4.511 0.010 0.012 -0.005
C -3.039 1.120 -3.264 0.029 -0.009 0.021
C -2.144 0.061 -3.167 0.174 -0.059 -0.117
C -1.651 -0.542 -4.321 -0.055 -0.051 0.047
C -2.062 -0.087 -5.566 0.020 -0.028 -0.013
As -1.596 -0.581 -1.424 -0.300 -0.118 0.066
C -3.066 -1.756 -0.980 -0.048 -0.018 -0.114
C -4.354 -1.391 -0.627 0.019 -0.034 0.028
C -5.287 -2.382 -0.351 -0.014 -0.002 0.008
C -4.927 -3.721 -0.442 -0.021 -0.011 0.014
C -3.642 -4.085 -0.816 0.043 0.040 0.014
C -2.697 -3.101 -1.086 -0.043 0.047 -0.004
C -1.296 -3.327 -1.496 0.022 -0.005 0.034
C -0.684 -4.571 -1.607 0.001 0.022 0.005
C 0.649 -4.657 -1.982 0.005 -0.004 0.006
C 1.382 -3.506 -2.241 0.028 -0.015 -0.009
C 0.784 -2.258 -2.118 0.019 0.012 -0.006
C -0.549 -2.170 -1.756 0.009 -0.009 -0.090
H -3.272 1.323 -6.634 -0.008 0.008 -0.006
H -4.140 2.397 -4.582 -0.004 0.003 -0.001
H -3.417 1.614 -2.379 0.009 0.002 0.028
H -0.958 -1.371 -4.258 -0.003 0.003 0.010
H -1.683 -0.562 -6.461 0.006 -0.002 -0.005
H -4.647 -0.347 -0.586 0.020 0.006 0.008
H -6.299 -2.114 -0.075 -0.007 0.004 0.004
H -5.658 -4.489 -0.231 -0.012 0.004 -0.001
H -3.388 -5.134 -0.902 0.007 -0.011 0.000
H -1.246 -5.476 -1.414 -0.005 -0.013 0.001
H 1.117 -5.627 -2.080 0.005 -0.007 -0.008
H 2.419 -3.579 -2.539 0.007 -0.003 0.002
H 1.375 -1.369 -2.302 -0.023 -0.008 0.017
C -0.086 4.388 -5.246 -0.004 0.009 -0.046
C 0.490 3.673 -4.060 0.008 -0.037 0.029
C 0.390 2.284 -3.961 0.004 0.018 -0.010
C 0.881 1.614 -2.858 0.022 -0.004 0.022
C 1.456 2.344 -1.828 0.042 0.036 -0.068
C 1.566 3.726 -1.899 -0.048 -0.029 -0.029
C 1.099 4.378 -3.028 -0.009 0.009 0.019
S 2.062 1.606 -0.353 0.210 -0.166 0.171
C 3.540 0.772 -0.894 -0.038 0.045 -0.078
O 1.113 0.411 -0.008 -0.166 0.180 0.116
H 0.020 3.794 -6.153 0.000 0.000 -0.004
H 0.397 5.350 -5.404 0.000 0.007 -0.002
H -1.152 4.570 -5.092 -0.007 0.000 0.011
H -0.084 1.724 -4.758 0.013 0.014 0.006
H 0.808 0.534 -2.803 0.004 0.048 0.013
H 2.002 4.287 -1.082 0.025 -0.009 0.012
H 1.188 5.454 -3.093 -0.005 0.012 -0.005
H 3.325 0.175 -1.778 -0.015 -0.018 0.014
H 3.903 0.167 -0.065 0.064 0.058 0.064
H 4.278 1.544 -1.113 0.040 0.014 0.051
```
Forces are in eV/Å.

Values from the calculation:
E_HOMO   -9.380 eV
F_max   0.66 eV/A
Orbital gap   5.33 eV
Total energy   -5807.6746 a.u.
Charge   +1
Spin multiplicity   1

Here are the Löwdin charges for atoms 1 to 99, given in e: Zr 1.82; O 0.14; C -0.55; O -0.23; C -0.18; C 0.04; C 0.00; C 0.04; C -0.16; N 0.01; C -0.54; O 0.14; O -0.19; H 0.14; H 0.13; H 0.14; C 0.00; N -0.09; C 0.01; C -0.42; C 0.05; O -0.24; H 0.10; H 0.11; H 0.10; H 0.10; H 0.11; H 0.06; H 0.10; H 0.08; H 0.11; O -0.37; S 0.39; O -0.38; O -0.33; C -0.33; N 0.14; C -0.10; C 0.01; C -0.23; N 0.14; C -0.10; C 0.03; C -0.10; N -0.09; C -0.12; C 0.03; H 0.11; H 0.11; H 0.13; H 0.11; H 0.10; H 0.14; C -0.07; C -0.06; C -0.10; C -0.36; C -0.10; C -0.07; As 1.38; C -0.30; C -0.09; C -0.06; C -0.06; C -0.02; C -0.21; C -0.19; C -0.01; C -0.06; C -0.07; C -0.09; C -0.32; H 0.11; H 0.11; H 0.08; H 0.10; H 0.11; H 0.09; H 0.11; H 0.11; H 0.11; H 0.11; H 0.11; H 0.11; H 0.08; C -0.03; C -0.24; C -0.01; C -0.07; C -0.41; C -0.06; C -0.01; S 1.04; C -0.17; O -0.69; H 0.09; H 0.08; H 0.09; H 0.11



# 3
This record from the Open Molecules 2025 dataset describes C3H6N2O in the gas phase at a distorted geometry. The level of theory is the ωB97M-V functional and the def2-TZVPD basis.

```
12
Properties=species:S:1:pos:R:3:forces:R:3
C 1.141 0.906 0.298 -0.576 2.130 0.509
C 0.216 0.090 -0.528 -1.380 -0.204 -0.115
N 0.203 -1.323 0.051 -2.752 -0.242 -2.263
N -1.381 -1.062 0.291 5.787 2.819 -4.916
C -1.287 0.290 -0.100 1.032 -2.042 0.342
O -2.046 1.196 0.027 -0.157 0.286 -0.179
H 1.417 0.275 1.087 0.607 -0.561 1.391
H 0.856 1.919 0.713 -0.523 -1.247 -0.583
H 1.976 1.130 -0.274 1.997 0.292 -0.962
H 0.457 0.093 -1.622 -0.495 0.163 0.940
H 0.313 -1.955 -0.841 -0.844 1.064 2.249
H -1.866 -1.561 0.898 -2.697 -2.457 3.586
```
Forces are in eV/Å.

Values from the calculation:
E_HOMO   -9.658 eV
F_max   8.10 eV/A
Orbital gap   10.57 eV
SMILES   C[C@H]1NNC1=O
Total energy   -302.5733 a.u.
Spin multiplicity   1

What are the natural (NBO) partial charges on each atom? They are as follows, in elementary charge units: C -0.64; C -0.17; N -0.43; N -0.50; C 0.67; O -0.56; H 0.23; H 0.23; H 0.21; H 0.21; H 0.34; H 0.38



The lowest E_HOMO belongs to which entry?
C20H44BClFNO8P



Among the records above, which one has the highest orbital gap?
C3H6N2O



What is the formula in the third record?
C3H6N2O